1.
The following is a DFT calculation (the ωB97M-V functional and the def2-TZVPD basis) of the molecule C19H18N2O5S.

Structure (XYZ):
```
45
Properties=species:S:1:pos:R:3:forces:R:3:nbo_charge:R:1
S 4.180630 0.869514 -0.452957 -0.065 0.276 0.386 0.437
O 1.965035 -3.934492 -0.353138 0.242 -0.261 0.434 -0.715
O -0.477073 2.671241 -0.199884 0.031 0.125 0.051 -0.548
O -0.601386 -1.408870 1.526176 -0.055 0.008 -0.013 -0.616
O -0.615632 -3.407358 0.518425 0.169 -0.257 -0.237 -0.521
O -2.110918 -1.445696 -1.241486 -0.042 -0.141 -0.002 -0.573
N 1.949361 -1.010122 0.238519 -0.044 -0.104 0.004 -0.617
N -1.573780 0.700538 -0.633318 -0.502 0.188 0.088 -0.513
C 0.202594 -0.677317 -1.296425 -0.004 -0.103 0.108 -0.308
C -0.200733 -2.152863 0.665626 0.338 0.033 0.170 0.806
C -4.856118 0.780574 1.045352 -0.012 -0.012 0.017 -0.194
C 4.282118 2.911346 1.091660 0.244 0.090 -0.084 -0.253
C 5.023208 2.226010 0.185861 -0.115 -0.184 -0.222 -0.411
C 1.584348 0.382091 0.423359 -0.158 0.321 0.091 -0.061
C 1.406433 -2.941339 -1.165306 -0.455 0.295 -0.221 -0.056
C 0.753986 0.673784 -0.856694 0.159 -0.039 0.082 -0.315
C -3.421802 2.271479 -0.806593 0.077 -0.119 0.005 -0.219
C -1.298180 -0.574904 -1.069160 0.186 -0.023 -0.502 0.725
C 0.856744 -1.739288 -0.371943 0.077 -0.441 -0.136 0.008
C -2.878525 1.121673 -0.253876 -0.287 0.091 0.072 0.208
C 3.003592 2.341715 1.286743 -0.176 -0.271 -0.109 -0.248
C -3.585635 0.376131 0.677799 0.100 0.048 -0.040 -0.224
C -5.408606 1.925691 0.495943 -0.058 0.027 0.019 -0.208
C -4.689624 2.671524 -0.422898 -0.022 0.029 -0.023 -0.205
C 2.799510 1.234283 0.524808 0.260 -0.030 0.016 -0.201
C -1.695571 -3.827854 1.346677 -0.329 0.036 0.348 -0.268
C -0.456835 1.518003 -0.527395 0.397 -0.005 -0.119 0.718
H 6.020912 2.428881 -0.148982 0.223 0.084 -0.024 0.234
H -5.412719 0.203546 1.768463 -0.041 -0.049 0.057 0.214
H -1.566551 -3.443894 2.360209 -0.031 -0.097 -0.105 0.205
H 2.313350 -1.449938 1.074440 0.039 0.011 -0.028 0.393
H -2.631184 -3.452154 0.929180 0.054 -0.017 0.024 0.204
H 1.380634 1.158879 -1.605521 -0.101 0.014 0.064 0.255
H -2.853202 2.846641 -1.520336 0.055 0.043 -0.051 0.227
H -3.132829 -0.501289 1.112224 0.052 -0.089 0.026 0.232
H 0.954104 0.552830 1.312333 0.131 -0.021 -0.193 0.217
H 2.223197 -2.577663 -1.793159 -0.174 0.090 -0.013 0.198
H -5.117063 3.567710 -0.846617 -0.032 0.072 -0.034 0.217
H 0.606094 -3.347061 -1.797715 0.077 0.053 -0.003 0.175
H -6.399393 2.239968 0.788222 -0.080 0.028 0.022 0.215
H 4.627944 3.789439 1.606579 0.105 0.145 0.078 0.224
H 1.251887 -4.368774 0.130651 0.032 0.058 -0.127 0.477
H 2.264032 2.741205 1.956717 -0.189 0.039 0.127 0.230
H 0.402038 -0.915131 -2.342078 -0.077 -0.001 0.020 0.257
H -1.687528 -4.914841 1.338399 0.001 0.060 -0.024 0.199
```
Positions in Å, forces in eV/Å.

Properties
SMILES string: COC(=O)[C@]1(CO)N[C@@H](c2cccs2)[C@@H]2C(=O)N(c3ccccc3)C(=O)[C@@H]21
energy relative to the best compared isomer or geometry (same formula, charge and spin): 0.00 kcal/mol
multiplicity: 1
largest force on an atom: 0.59 eV Å⁻¹
E_LUMO: 0.6388 eV
frontier orbital gap: 9.38 eV


2.
The following is a DFT calculation (the ωB97M-V functional and the def2-TZVPD basis) of a structure of composition C19H18N3PtS3Sb.

Structure (XYZ):
```
45
Properties=species:S:1:pos:R:3:forces:R:3:nbo_charge:R:1
Pt -0.830981 0.629408 -0.172321 0.116 -0.214 0.723 0.472
Sb 1.316779 -2.210297 0.437007 0.068 0.106 -0.228 1.055
S -1.166738 1.191344 -2.353973 -0.095 0.139 -0.002 -0.089
S -0.422122 2.877818 -0.281259 0.015 -0.094 -0.166 -0.091
S -0.823940 4.129257 -3.005643 0.017 -0.009 -0.002 -0.063
N -0.269632 0.117019 1.846377 -0.118 0.113 -0.032 -0.498
N -1.467938 -1.412870 -0.417210 -0.163 0.053 -0.859 -0.534
N 2.462206 0.456468 -0.231004 0.170 0.011 0.024 -0.482
C 3.021735 1.429238 -0.959588 0.007 -0.081 -0.013 0.251
C -1.931861 -3.434807 -2.251746 -0.008 -0.042 -0.019 -0.124
C 0.916844 -1.396647 3.263347 -0.004 0.026 -0.019 -0.273
C -0.512192 -2.320635 -0.692141 0.022 0.132 0.163 -0.044
C -0.328049 0.374318 4.219236 0.054 0.014 0.018 -0.241
C 0.488875 -0.719338 4.393258 -0.020 0.026 -0.016 -0.145
C 0.528269 -0.959325 2.005335 0.146 -0.026 0.100 -0.063
C 3.157507 -0.008180 -2.874556 0.019 -0.032 -0.003 -0.148
C 3.366752 1.228858 -2.294269 -0.025 0.024 0.007 -0.244
C -2.937741 -2.553993 -1.906326 0.003 0.002 0.008 -0.251
C -0.709308 -3.339426 -1.607220 -0.043 -0.115 0.106 -0.296
C -1.608349 1.953032 2.781172 0.011 0.020 -0.063 -0.656
C -0.810069 2.864677 -1.986394 0.072 -0.051 0.055 -0.519
C -0.697987 0.778360 2.938227 -0.070 -0.081 -0.003 0.265
C 2.252935 -0.725188 -0.801719 -0.124 0.101 0.131 -0.068
C 2.602147 -1.022635 -2.110066 -0.059 0.034 -0.009 -0.297
C -3.775236 -0.601281 -0.572376 0.043 0.018 -0.039 -0.662
C -2.687925 -1.545418 -0.985615 -0.047 -0.138 0.228 0.274
C 3.254443 2.739618 -0.275610 0.014 0.020 0.057 -0.653
H 2.295246 3.183093 -0.005707 0.014 -0.007 -0.022 0.255
H -0.698377 0.932713 5.067503 -0.003 0.004 -0.003 0.224
H -2.106814 -4.203870 -2.993367 0.005 0.005 0.000 0.224
H 3.794237 3.434848 -0.916455 0.003 -0.005 -0.001 0.212
H -1.986582 2.264396 3.753043 -0.036 -0.019 -0.010 0.218
H 3.798226 2.041326 -2.863249 -0.013 0.004 -0.006 0.220
H 1.551666 -2.268450 3.352920 0.000 0.003 -0.001 0.226
H -3.918061 -2.622771 -2.356410 0.001 -0.004 -0.002 0.227
H 3.427400 -0.182818 -3.908398 -0.008 0.005 -0.001 0.219
H 2.430149 -2.007474 -2.527439 -0.018 0.002 -0.006 0.213
H 0.780361 -1.045347 5.383167 0.005 0.003 -0.001 0.224
H 3.821042 2.584079 0.643284 0.007 -0.003 -0.006 0.223
H -3.848361 -0.579224 0.515793 0.010 0.025 -0.002 0.231
H -4.729941 -0.918532 -0.988682 -0.003 -0.011 0.018 0.220
H -3.557851 0.410206 -0.913978 0.007 0.013 -0.013 0.267
H -2.441968 1.717733 2.120256 0.017 -0.007 -0.036 0.245
H -1.079290 2.793869 2.335863 0.013 0.031 -0.054 0.255
H 0.080511 -4.053164 -1.803066 0.002 0.007 -0.002 0.226
```
Positions in Å, forces in eV/Å.

Properties
energy relative to the best compared isomer or geometry (same formula, charge and spin): 10.41 kcal/mol
multiplicity: 1
largest force on an atom: 0.88 eV Å⁻¹
E_LUMO: -0.2568 eV
frontier orbital gap: 7.11 eV


3.
The following is a DFT calculation (the ωB97M-V functional and the def2-TZVPD basis) of the molecule C19H18N4O3.

Structure (XYZ):
```
44
Properties=species:S:1:pos:R:3:forces:R:3:nbo_charge:R:1
O -3.522452 3.852278 -2.266243 0.103 0.279 0.005 -0.596
O 3.396071 -3.553157 1.421795 0.036 -0.018 0.060 -0.680
O 1.210068 1.755869 4.830848 0.047 -0.175 0.014 -0.602
N 2.235654 -1.508091 2.651059 0.165 -0.347 -0.189 -0.305
N 1.812221 -0.597357 3.510474 -0.267 0.397 0.086 -0.282
N -0.166585 2.434768 3.189811 0.060 0.407 0.314 -0.598
N -3.507396 1.810545 -1.248484 -0.103 -0.428 0.069 -0.628
C 1.891574 -1.075813 1.433581 -0.167 0.420 0.492 0.120
C 1.178337 0.431987 2.900641 0.368 -0.493 -0.412 0.023
C 3.074390 -3.992307 -3.395749 0.013 0.026 0.002 -0.628
C 1.221617 0.160821 1.545110 0.119 -0.031 0.403 -0.285
C -4.809343 2.072373 -3.238445 0.030 0.242 -0.074 -0.714
C -1.002024 2.273280 2.073445 -0.360 -0.067 -0.447 0.101
C 0.735207 1.569141 3.722921 -0.006 0.354 0.216 0.647
C 3.205427 -3.711323 -0.906491 -0.008 0.019 0.043 -0.277
C -3.882099 2.700172 -2.218284 -0.290 -0.350 -0.242 0.685
C -1.641234 1.063411 1.816649 -0.105 0.218 0.064 -0.213
C -2.673311 2.010049 -0.146927 0.258 0.174 0.262 0.229
C -2.457752 0.933075 0.713118 0.036 0.106 -0.076 -0.250
C -1.238159 3.355175 1.231486 0.128 -0.357 0.220 -0.197
C 2.930782 -3.024778 0.274725 -0.153 0.217 -0.183 0.349
C 2.765140 -3.249739 -2.132369 -0.005 0.014 0.198 0.020
C 1.750037 -1.375763 -1.017884 0.099 -0.143 0.071 -0.163
C 2.027526 -2.068165 -2.175029 -0.053 0.081 -0.049 -0.262
C -2.062635 3.230522 0.130867 -0.145 0.085 -0.159 -0.263
C 2.192353 -1.828883 0.226581 0.206 -0.360 -0.143 -0.124
H -2.942228 -0.013640 0.519835 -0.056 -0.107 -0.017 0.209
H -3.881525 0.874397 -1.323827 0.022 0.216 -0.080 0.395
H -1.497547 0.226097 2.481597 -0.025 -0.058 0.038 0.228
H 1.673389 -1.693987 -3.124367 -0.045 0.049 -0.099 0.207
H -5.716563 1.716902 -2.754061 -0.072 -0.066 0.017 0.228
H -4.319084 1.232849 -3.727130 0.004 -0.093 -0.037 0.228
H 1.175847 -0.463479 -1.072542 -0.066 0.106 -0.004 0.204
H -2.234316 4.071612 -0.518979 -0.006 0.013 -0.008 0.263
H 2.162319 -4.181243 -3.959937 -0.022 -0.050 -0.070 0.218
H -0.763906 4.302802 1.438381 0.084 0.100 0.000 0.218
H -5.071873 2.815977 -3.984897 0.016 0.007 0.019 0.245
H 1.987216 -0.678340 4.500963 0.017 0.018 -0.114 0.431
H 3.777458 -4.623469 -0.831374 0.072 -0.125 -0.001 0.219
H 0.841611 0.771437 0.754372 -0.097 0.113 -0.132 0.239
H -0.276012 3.293252 3.715916 0.068 -0.222 0.059 0.416
H 3.557931 -4.941398 -3.181410 0.033 -0.077 -0.046 0.216
H 3.126501 -2.977930 2.166189 0.023 -0.074 0.010 0.509
H 3.737368 -3.399929 -4.025934 0.045 -0.020 -0.080 0.221
```
Positions in Å, forces in eV/Å.

Properties
SMILES string: CC(=O)Nc1ccc(NC(=O)c2cc(-c3ccc(C)cc3O)n[nH]2)cc1
energy relative to the best compared isomer or geometry (same formula, charge and spin): 28.31 kcal/mol
multiplicity: 1
largest force on an atom: 0.74 eV Å⁻¹
E_LUMO: 0.3771 eV
frontier orbital gap: 8.46 eV


E_HOMO (computed, eV): -8.74; -7.37; -8.08